This record from OMol25 describes a molecular structure, C31H32BeFN7O4Se. The level of theory is ωB97M-V/def2-TZVPD.

Properties
- Lowest unoccupied orbital energy: -5.20 eV
- Charge: +2
- HOMO: -0.4333 Ha

Atoms and positions in Å:
Be  -0.053  0.973  0.086
F  5.478  -2.497  0.386
C  5.302  -1.161  0.350
C  4.027  -0.688  0.340
C  3.762  0.687  0.265
C  2.412  1.192  0.196
O  1.406  0.393  0.220
C  2.295  2.596  0.100
C  3.404  3.400  0.095
N  4.652  2.937  0.187
C  5.765  3.867  0.214
C  6.523  4.025  1.502
C  5.642  5.129  1.007
C  4.864  1.567  0.248
C  6.164  1.054  0.288
C  6.430  -0.310  0.305
N  7.744  -0.775  0.317
C  8.832  -0.041  -0.304
C  9.953  0.136  0.726
N  10.018  -1.109  1.570
C  9.582  -2.311  0.796
C  8.078  -2.187  0.525
C  0.961  3.288  0.011
O  0.885  4.489  -0.006
O  -0.057  2.465  -0.035
H  3.200  -1.387  0.365
H  3.256  4.468  0.007
H  6.309  3.901  -0.722
H  7.596  4.156  1.458
H  6.182  3.448  2.352
H  6.112  6.014  0.604
H  4.721  5.323  1.537
H  6.980  1.756  0.312
H  8.512  0.930  -0.664
H  9.200  -0.590  -1.176
H  9.758  0.980  1.385
H  10.910  0.289  0.230
H  9.381  -1.004  2.362
H  10.958  -1.237  1.947
H  9.781  -3.213  1.370
H  10.168  -2.354  -0.119
H  7.523  -2.560  1.383
H  7.821  -2.811  -0.335
N  -2.913  -3.702  0.146
C  -3.860  -2.731  0.147
O  -5.047  -2.963  0.188
C  -3.368  -1.303  0.102
C  -4.342  -0.311  0.011
C  -3.949  1.015  -0.029
C  -2.602  1.314  0.014
N  -1.651  0.359  0.100
C  -2.045  -0.924  0.150
H  -3.231  -4.657  0.128
H  -1.932  -3.514  0.034
H  -5.382  -0.608  -0.023
H  -4.668  1.818  -0.095
H  -2.255  2.333  -0.020
H  -1.240  -1.642  0.231
C  0.108  -4.953  2.121
N  0.213  -5.237  0.707
C  0.518  -4.355  -0.269
Se  0.933  -2.574  -0.092
N  0.471  -5.021  -1.443
C  0.139  -6.353  -1.234
C  -0.058  -7.421  -2.095
C  -0.404  -8.634  -1.523
C  -0.544  -8.777  -0.142
C  -0.350  -7.709  0.719
C  -0.017  -6.492  0.145
H  0.234  -3.885  2.276
H  0.878  -5.494  2.671
H  -0.873  -5.261  2.485
H  0.664  -4.582  -2.327
H  0.042  -7.305  -3.166
H  -0.569  -9.492  -2.160
H  -0.818  -9.740  0.267
H  -0.452  -7.824  1.790